No. 1
ORCA calculation (wB97M-V/def2-TZVPD) on the ion C21H27ClNO2 with charge +1.

Computed properties:
Net charge: +1
LUMO energy, eV: -2.84
HOMO level, Eh: -0.41251
Largest force on an atom, eV/Å: 0.70
SMILES: CCOc1cc(C[NH2+]C2CCCC2)cc(Cl)c1OCc1ccccc1

Structure (XYZ):
```
52
C21H27ClNO2 (wB97M-V/def2-TZVPD)
C -1.30537 -0.40746 -5.07194
C -1.11882 -1.46922 -3.99496
O -0.08818 -1.13956 -3.07802
C -0.24856 -0.14018 -2.19293
C -1.45193 0.45290 -1.85456
C -1.49847 1.45620 -0.88559
C -2.81850 2.02526 -0.46104
N -3.46158 1.15663 0.58586
C -2.71280 1.04100 1.88153
C -1.70329 -0.12155 1.86617
C -2.24374 -1.14951 2.86429
C -2.95999 -0.28739 3.89755
C -3.68719 0.74359 3.03435
C -0.32877 1.88072 -0.28862
C 0.88910 1.29248 -0.61384
Cl 2.28090 1.95993 0.16966
C 0.95883 0.25125 -1.53677
O 2.03446 -0.43854 -1.94413
C 3.14459 -0.67269 -1.08543
C 2.74273 -1.14408 0.28887
C 3.49051 -0.79162 1.40448
C 3.11189 -1.22204 2.66357
C 1.97975 -2.00400 2.82057
C 1.23711 -2.36803 1.71050
C 1.61836 -1.94365 0.44997
H -2.05661 -0.73797 -5.78308
H -0.36782 -0.25353 -5.59865
H -1.61691 0.54238 -4.64317
H -2.06031 -1.67035 -3.46734
H -0.77611 -2.40188 -4.44821
H -2.36368 0.14274 -2.34105
H -2.69250 3.02135 -0.03527
H -3.50633 2.08481 -1.30698
H -4.39819 1.52531 0.78664
H -3.56683 0.21061 0.19958
H -2.20876 1.99548 2.03633
H -1.56614 -0.54047 0.87107
H -0.72844 0.23417 2.19521
H -1.44834 -1.74664 3.30008
H -2.95282 -1.82477 2.38303
H -2.23229 0.20627 4.54013
H -3.64402 -0.85505 4.52265
H -3.95441 1.63796 3.59307
H -4.60469 0.29474 2.64666
H -0.33121 2.68953 0.42371
H 3.79058 0.20910 -1.02439
H 3.70008 -1.46287 -1.60328
H 4.37385 -0.18164 1.28634
H 3.70184 -0.94590 3.52407
H 1.68635 -2.33867 3.80432
H 0.36643 -2.99795 1.82170
H 1.04950 -2.24479 -0.41792
```

No. 2
ORCA calculation (wB97M-V/def2-TZVPD) on an isolated molecule of C21H27FN2O3.

Computed properties:
LUMO energy, eV: 0.09
HOMO level, Eh: -0.30633
Largest force on an atom, eV/Å: 0.78
SMILES: CCCCCCn1cc(C(=O)O)c(=O)c2cc(F)c(N3CCCCC3)cc21

Structure (XYZ):
```
54
C21H27FN2O3 (wB97M-V/def2-TZVPD)
C -4.82449 -3.53164 -1.75829
C -3.50309 -3.88307 -1.08476
C -3.03930 -2.82933 -0.07874
C -2.67419 -1.49822 -0.73249
C -2.11816 -0.50789 0.28852
C -1.77083 0.84283 -0.34756
N -0.67639 0.72953 -1.29164
C -0.96445 0.64102 -2.60046
C -0.04570 0.45661 -3.58807
C -0.53640 0.38066 -4.99800
O -1.71213 0.47222 -5.26221
O 0.39445 0.20534 -5.92065
C 1.35834 0.33921 -3.26639
O 2.24300 0.17034 -4.11803
C 1.64883 0.43900 -1.84330
C 2.97508 0.33036 -1.40987
C 3.29318 0.40808 -0.08582
F 4.59266 0.22626 0.25509
C 2.31745 0.62592 0.91729
N 2.64006 0.65658 2.24748
C 1.62630 0.54156 3.27288
C 1.13138 1.91170 3.74455
C 2.32003 2.71950 4.25997
C 3.40383 2.78339 3.18701
C 3.80093 1.37123 2.74243
C 0.99707 0.71915 0.46753
C 0.64041 0.62370 -0.87786
H -4.72075 -2.65677 -2.39434
H -5.15953 -4.35874 -2.37934
H -5.59145 -3.33137 -1.01282
H -3.61648 -4.83415 -0.55936
H -2.73251 -4.01672 -1.84689
H -2.16369 -3.21315 0.45133
H -3.82742 -2.66558 0.66035
H -1.93155 -1.67786 -1.51316
H -3.55912 -1.06750 -1.20295
H -1.22786 -0.93443 0.75486
H -2.86001 -0.33740 1.07129
H -2.64159 1.21841 -0.88907
H -1.51677 1.57833 0.41944
H -2.00418 0.72852 -2.88613
H 1.29374 0.15169 -5.48416
H 3.74455 0.16019 -2.14684
H 0.80720 -0.08476 2.91785
H 2.09091 0.02595 4.12134
H 0.38498 1.78401 4.52987
H 0.66600 2.44474 2.91266
H 2.00154 3.72650 4.53452
H 2.72353 2.23941 5.15459
H 4.28458 3.30146 3.56775
H 3.03141 3.33732 2.32170
H 4.57513 1.43295 1.98390
H 4.20267 0.81515 3.59614
H 0.22878 0.88977 1.19889
```

No. 3
ORCA calculation (wB97M-V/def2-TZVPD) on a structure of composition C21H27IrN5 at a distorted geometry.

Computed properties:
Net charge: +3
LUMO energy (alpha / beta), eV: -12.74 / -12.74
HOMO level (alpha / beta), Eh: -0.60217 / -0.60212
Largest force on an atom, eV/Å: 4.76

Structure (XYZ):
```
54
C21H27IrN5 (wB97M-V/def2-TZVPD)
Ir -1.15311 0.45890 0.89437
C 0.44804 -3.28762 -3.02883
C 1.76507 -3.17738 -2.50463
C 2.25985 -2.32807 -1.55923
C 1.51340 -1.58602 -0.49220
N -0.64697 -1.53427 -1.76016
C -0.57658 -2.39550 -2.81082
C 1.89553 -0.12379 -0.26333
C 3.09739 0.37628 -0.76165
C 3.57409 1.59106 -0.29191
C 2.85926 2.27681 0.67535
C 1.62402 1.77237 1.08029
N 1.16040 0.60733 0.58558
C 0.77317 2.44935 2.07737
C 1.24900 3.44279 2.93219
C 0.39302 3.99741 3.87491
C -0.92520 3.56822 3.93589
C -1.33489 2.58390 3.04804
N -0.50625 2.03389 2.16453
H 0.30380 -4.02070 -3.81142
H 2.49883 -3.78092 -3.02863
H 3.33535 -2.28567 -1.46646
H -1.37346 -2.32356 -3.54112
H 3.67574 -0.17547 -1.48326
H 4.51694 1.97965 -0.64824
H 3.26236 3.18388 1.09183
H 2.27257 3.77663 2.87446
H 0.75139 4.76075 4.55261
H -1.62948 3.99164 4.63668
H -2.36152 2.23752 3.05116
C -0.03933 -2.17670 1.88737
N -0.76382 -1.73377 0.68138
C -2.03109 -2.48575 0.62225
C 0.02316 -1.99571 -0.54663
C -0.92310 -0.14641 -2.09488
N -1.86024 0.59753 -1.23776
C -3.26149 0.18767 -1.42467
C -1.75911 2.03310 -1.56278
H 0.27123 -3.22247 1.79567
H -0.69647 -2.11324 2.75392
H 0.83296 -1.55604 2.08860
H -1.84769 -3.55957 0.71476
H -2.55191 -2.31033 -0.31396
H -2.68622 -2.19711 1.44270
H 0.04750 -3.09335 -0.66123
H 1.91262 -2.05954 0.42359
H -1.28276 -0.13196 -3.13355
H 0.03293 0.39768 -2.07499
H -3.63877 0.51726 -2.39712
H -3.88682 0.64807 -0.66024
H -3.38254 -0.88948 -1.36763
H -2.03622 2.21677 -2.60644
H -0.74263 2.40093 -1.40933
H -2.45193 2.60300 -0.94240
```

No. 4
ORCA calculation (wB97M-V/def2-TZVPD) on a structure of composition C21H27MnN3OS at a distorted geometry.

Computed properties:
Net charge: +1
LUMO energy (alpha / beta), eV: -6.53 / -4.50
Spin multiplicity: 5
HOMO level (alpha / beta), Eh: -0.41504 / -0.41486
⟨S²⟩: 6.3805
Largest force on an atom, eV/Å: 3.50

Structure (XYZ):
```
54
C21H27MnN3OS (wB97M-V/def2-TZVPD)
Mn 0.97795 -1.78800 0.80411
C 2.88930 -1.25417 -2.76848
C 3.41083 0.04752 -2.25254
N 2.45580 0.92405 -1.55687
C 2.08227 2.19739 -2.23856
C 1.49317 1.97814 -3.62019
C 2.11451 0.58370 -0.22405
S 3.03919 -0.70386 0.58636
N 1.04842 1.22200 0.18774
C 0.13280 0.98754 1.22609
O -1.41640 -0.61100 2.04518
C -0.77775 2.20186 1.22413
C -2.16746 2.19053 1.37967
C -2.89484 3.38212 1.13237
C -2.20481 4.57015 1.03344
C -0.78327 4.63685 1.11365
C -0.06224 3.44641 1.19147
H 3.26194 -1.40497 -3.79441
H 1.78732 -1.21257 -2.79706
H 3.19688 -2.15668 -2.19931
H 3.81383 0.61836 -3.09047
H 4.29480 -0.18595 -1.62274
H 3.02428 2.75629 -2.32511
H 1.40420 2.72427 -1.55100
H 2.27763 1.86088 -4.38622
H 0.95494 2.87660 -3.95530
H 0.78241 1.15224 -3.63159
H -2.64581 1.27487 1.74578
H -3.99258 3.30661 1.05889
H -2.73649 5.48703 0.98454
H -0.25549 5.57847 0.94279
H 1.02831 3.40502 1.15572
C -1.47633 -0.12123 -0.36287
N -0.60702 -0.31270 0.82431
C 0.72674 0.84788 2.62970
C -2.22716 -1.80845 2.00598
C -1.66306 -3.08216 1.30331
C -2.59471 -4.08830 1.19205
C -2.22618 -5.37712 0.79392
C -0.90367 -5.59693 0.43814
C 0.03233 -4.54489 0.42164
C -0.34649 -3.28822 0.90333
H -2.37878 0.46275 -0.13250
H -1.79698 -1.12576 -0.73600
H -0.91888 0.39212 -1.15356
H -0.03545 0.56177 3.36247
H 1.05471 1.83544 2.97563
H 1.60185 0.21932 2.59623
H -3.19163 -1.67117 1.60369
H -2.38897 -2.04676 3.10113
H -3.60922 -3.82030 1.43830
H -3.00420 -6.15892 0.76734
H -0.61509 -6.61914 0.19517
H 1.03457 -4.74892 0.03454
```